Formula: C21H19BCrN8Se4
Source: the Open Molecules 2025 dataset
Level of theory: the ωB97M-V functional and the def2-TZVPD basis

Last column: natural (NBO) charge in e.
CARTESIAN COORDINATES (ANGSTROEM)
Cr  0.28  0.02  -0.73  1.198
C  -1.28  -3.97  0.03  -0.342
C  -1.37  -2.73  -0.60  0.024
N  -0.42  -1.92  -0.16  -0.386
N  0.32  -2.63  0.73  -0.332
C  -0.18  -3.86  0.85  0.001
B  1.69  -2.10  1.20  0.539
N  2.54  -1.82  -0.07  -0.310
C  3.66  -2.42  -0.49  0.006
C  3.95  -1.97  -1.76  -0.350
C  2.92  -1.07  -2.05  0.014
N  2.08  -0.99  -1.03  -0.348
N  1.48  -0.75  1.93  -0.295
C  1.81  -0.38  3.17  -0.001
C  1.43  0.94  3.34  -0.343
C  0.86  1.30  2.11  -0.009
N  0.90  0.27  1.28  -0.352
H  -1.91  -4.83  -0.12  0.228
H  -2.06  -2.41  -1.37  0.268
H  0.29  -4.58  1.51  0.212
H  2.24  -2.88  1.91  -0.037
H  4.16  -3.13  0.14  0.216
H  4.77  -2.26  -2.39  0.228
H  2.72  -0.52  -2.96  0.237
H  2.29  -1.07  3.84  0.220
H  1.55  1.55  4.21  0.226
H  0.44  2.24  1.79  0.217
C  -4.66  0.22  2.08  -0.208
C  -3.88  1.30  2.46  -0.237
C  -2.78  1.67  1.69  -0.160
C  -2.46  0.94  0.55  0.055
C  -3.24  -0.14  0.17  -0.182
C  -4.34  -0.50  0.93  -0.189
N  -1.32  1.29  -0.23  -0.225
N  -1.14  2.55  -0.33  -0.098
C  0.08  2.88  -0.92  0.064
C  0.32  4.24  -1.16  -0.200
C  1.53  4.62  -1.70  -0.235
C  2.49  3.65  -1.97  -0.178
C  2.23  2.31  -1.73  -0.240
C  1.02  1.88  -1.21  -0.356
H  -5.51  -0.07  2.68  0.205
H  -4.12  1.86  3.35  0.205
H  -2.17  2.52  1.97  0.213
H  -3.03  -0.66  -0.75  0.263
H  -4.96  -1.33  0.61  0.224
H  -0.46  4.96  -0.93  0.218
H  1.74  5.67  -1.90  0.206
H  3.45  3.95  -2.38  0.204
H  3.01  1.59  -1.95  0.202
Se  -2.68  0.47  -3.34  -0.123
Se  -3.86  -1.45  -3.26  -0.591
Se  -0.12  -2.33  -3.84  -0.537
Se  -0.30  -0.14  -3.21  -0.027

## Properties
* maximum force: 0.030 Eh/bohr
* net charge: -1
* calculated total energy: -324494.381 eV
* 2S+1: 4
* HOMO-LUMO gap (spin up / spin down): 4.680 / 4.393 eV